# 1
Below is an isolated molecule of C3H3FO in a non-equilibrium geometry, with properties calculated with the ωB97M-V functional and the def2-TZVPD basis.

```
8
Properties=species:S:1:pos:R:3:forces:R:3
C 0.0650 -1.3704 0.6292 4.450 0.246 -2.445
C -0.2255 1.3398 -0.1543 -2.391 1.825 1.173
C 0.4567 0.2026 -0.3022 -3.218 -0.365 1.264
O -0.9261 -1.9651 0.7013 -3.689 0.741 0.110
F 1.0561 0.0915 -1.4838 1.171 -1.227 -0.062
H -1.0136 1.5693 0.6682 1.885 -1.060 -1.005
H -0.3171 2.2397 -0.8759 0.969 -1.971 0.800
H 0.9045 -2.1075 0.8175 0.824 1.810 0.165
```
Positions in Å, forces in eV/Å.

Values from the calculation:
Kohn-Sham gap in eV: 10.6
E_LUMO in eV: 0.5

Atomic partial charges in e from the Löwdin method, atoms 1 to 2: number 1, C, carries -0.149; number 2, C, carries 0.009

# 2
Below is a structure of composition C3H3FO2 in a non-equilibrium geometry, with properties calculated with the ωB97M-V functional and the def2-TZVPD basis.

```
9
Properties=species:S:1:pos:R:3:forces:R:3
O 1.0892 -0.3937 1.5524 -0.577 -0.201 0.482
C -0.4012 -0.2933 1.1577 2.128 -2.435 2.855
C 0.2492 0.5640 0.2855 -1.635 0.210 -2.581
H -1.0990 0.6380 0.1913 0.554 1.631 -1.107
F -1.0745 0.2429 2.2676 -0.133 0.267 -0.242
C 0.7311 0.1481 -0.9859 -0.246 -0.145 0.678
O -0.1943 -0.2734 -1.9129 0.138 0.445 -0.204
H 1.7223 -0.2752 -1.1433 -0.252 0.249 0.187
H -1.0229 -0.3574 -1.4122 0.024 -0.020 -0.068
```
Positions in Å, forces in eV/Å.

Values from the calculation:
Kohn-Sham gap (alpha / beta) in eV: 6.4 / 6.8
Multiplicity: 2
Expectation value of S²: 1.182
E_LUMO (alpha / beta) in eV: 4.3 / 4.1
Net charge: -1

Atomic partial charges in e from the Löwdin method, atoms 1 to 2: number 1, O, carries -0.216; number 2, C, carries -0.446

# 3
Below is a cluster of 2 separate species, C3H3FO2 in total in a non-equilibrium geometry, with properties calculated with the ωB97M-V functional and the def2-TZVPD basis.

```
9
Properties=species:S:1:pos:R:3:forces:R:3
C -0.6976 -1.3308 1.0798 -0.070 -1.918 -0.603
C 0.1739 -0.9847 0.1659 -1.690 -0.802 2.551
C 1.0170 -0.4385 -0.5533 0.946 1.045 -1.621
O 1.7159 0.0502 -1.3439 1.077 0.445 -0.618
O 0.0336 2.2487 -0.4267 1.794 2.146 1.230
F -0.9780 1.4007 -0.8306 0.185 -0.586 -1.207
H -0.9889 -2.3877 0.9990 -0.320 0.323 0.390
H -1.1650 -0.7905 1.8868 0.222 0.623 -0.031
H 0.8890 2.2325 -0.9771 -2.144 -1.276 -0.091
```
Positions in Å, forces in eV/Å.

Values from the calculation:
Kohn-Sham gap in eV: 8.3
E_LUMO in eV: -0.7

Atomic partial charges in e from the Löwdin method, atoms 1 to 2: number 1, C, carries 0.067; number 2, C, carries -0.090

# 4
Below is a cluster of 2 separate species, C3H3FO2 in total in a non-equilibrium geometry, with properties calculated with the ωB97M-V functional and the def2-TZVPD basis.

```
9
Properties=species:S:1:pos:R:3:forces:R:3
C 1.4061 1.3259 -0.1133 0.002 -0.165 -0.003
C 1.1642 0.0650 -0.3914 0.102 0.953 0.282
C 1.2999 -1.1751 -0.6313 -0.348 -1.094 -0.527
O 1.2226 -2.3070 -0.9266 0.266 0.218 0.232
O -2.2265 -0.5646 0.4997 0.924 -0.348 -0.618
F -3.0385 0.1576 1.3616 -0.668 0.362 0.530
H 0.6020 2.0492 -0.0901 -0.093 0.117 0.003
H 2.4002 1.7022 0.1060 0.059 -0.038 0.009
H -2.8299 -1.2533 0.1856 -0.244 -0.005 0.091
```
Positions in Å, forces in eV/Å.

Values from the calculation:
Kohn-Sham gap in eV: 8.3
E_LUMO in eV: -0.6

Atomic partial charges in e from the Löwdin method, atoms 1 to 2: number 1, C, carries 0.044; number 2, C, carries -0.081

Energy relative to the best compared isomer or geometry (same formula, charge and spin): 228.1; 672.0; 605.4; 561.1 (kJ/mol)
DFT total energy: -291.08880; -366.15792; -366.21749; -366.23438 (Eh)